The following is a quantum chemistry calculation of a cluster of 9 separate species, C36H66F6N15O12S6 in total, from the Open Molecules 2025 dataset.

Summary:
**E_HOMO (spin up / spin down)**: -7.551 / -11.828 eV
**Calculated total energy**: -166615.15610 eV
**HOMO-LUMO gap (spin up / spin down)**: 2.7898 / 7.0643 eV
**Net charge**: +2
**Expectation value of S²**: 0.76
**2S+1**: 2

Geometry (Å):
C  -2.12426  0.76077  7.91144
C  -1.25084  1.22441  6.75130
N  -1.17567  0.08342  5.78087
C  -0.31006  -0.96333  5.98168
C  -0.45559  -1.94218  4.95323
N  -1.46336  -1.39537  4.13936
C  -1.95382  -0.15091  4.63302
C  -1.93300  -1.95975  2.81363
H  -3.02994  0.34617  7.46876
H  -2.44873  1.62875  8.48539
H  -1.58590  -0.01333  8.45828
H  -0.26839  1.49324  7.13940
H  -1.69636  2.08200  6.24716
H  0.35732  -0.94900  6.83068
H  -0.04342  -2.91926  4.74875
H  -2.63976  0.52311  4.14150
H  -2.11699  -1.14438  2.11404
H  -2.90197  -2.42316  2.99922
H  -1.30603  -2.76648  2.43391
C  -3.51853  -2.32520  -4.37458
C  -2.59209  -1.03447  -4.74867
N  -2.90960  0.22490  -4.15930
C  -2.73919  1.41902  -4.79967
C  -3.11835  2.48344  -3.94199
N  -3.52571  1.86618  -2.77319
C  -3.45975  0.49274  -2.91131
C  -4.19446  2.45596  -1.63589
H  -3.89681  -2.24346  -3.35559
H  -3.02906  -3.29851  -4.40937
H  -4.39548  -2.48299  -5.00239
H  -2.57465  -0.95361  -5.83553
H  -1.60745  -1.32604  -4.38318
H  -2.36542  1.61332  -5.79413
H  -3.25537  3.54713  -4.06932
H  -3.97824  -0.17846  -2.24269
H  -3.43448  2.63031  -0.87422
H  -4.98943  1.83737  -1.21941
H  -4.55268  3.44290  -1.92864
C  0.57033  3.45465  -5.14066
C  1.00948  3.08078  -3.69832
N  1.40393  4.29316  -2.98153
C  0.66735  5.06592  -2.10785
C  1.32950  6.21740  -1.80588
N  2.63648  6.02539  -2.30843
C  2.58481  4.94212  -3.13567
C  3.70940  7.08391  -2.31181
H  -0.07766  2.77364  -5.69242
H  1.41607  3.52524  -5.82464
H  0.16710  4.46612  -5.19023
H  1.82300  2.36580  -3.57544
H  0.12605  2.58278  -3.29876
H  -0.33983  4.77177  -1.85199
H  1.02776  7.06371  -1.20662
H  3.35289  4.88837  -3.89301
H  4.55861  6.65668  -1.77851
H  3.33402  7.98181  -1.82091
H  3.96309  7.40418  -3.32233
C  -2.45838  -4.61151  -0.41185
C  -3.87602  -5.10433  -0.64945
N  -4.36541  -6.08966  0.40765
C  -5.61620  -6.80286  0.28931
C  -5.89384  -7.47601  1.42256
N  -5.00419  -7.16535  2.35995
C  -3.98320  -6.44176  1.71528
C  -5.00252  -7.70445  3.74768
H  -2.52629  -3.86600  0.38041
H  -1.95755  -4.09894  -1.23315
H  -1.91059  -5.45070  0.01685
H  -3.67666  -5.63462  -1.58066
H  -4.56716  -4.26686  -0.74467
H  -6.06632  -6.67135  -0.68357
H  -6.75360  -8.04882  1.73736
H  -3.05692  -6.09377  2.14808
H  -5.89890  -7.39131  4.28298
H  -4.14316  -7.32124  4.29793
H  -4.69864  -8.74745  3.65877
C  1.66030  -3.68905  1.02156
C  2.34099  -3.72705  2.41073
N  2.83157  -2.44360  2.96916
C  3.62139  -2.26775  4.15938
C  3.54921  -0.93870  4.51384
N  2.94754  -0.20736  3.46716
C  2.47586  -1.15104  2.56340
C  2.82368  1.24772  3.34366
H  2.16418  -2.96676  0.37929
H  0.57825  -3.56562  1.06658
H  1.89509  -4.68408  0.64354
H  3.26312  -4.29591  2.29160
H  1.71726  -4.32307  3.07693
H  4.08610  -3.13527  4.60419
H  4.03211  -0.58092  5.41117
H  1.80523  -1.00826  1.72897
H  2.80279  1.58301  4.38060
H  1.81840  1.33054  2.93056
H  3.62162  1.76212  2.80814
C  4.32145  -1.25519  -0.87691
C  4.69544  -0.04522  -1.86472
N  4.49552  1.26888  -1.17502
C  5.43870  2.27947  -1.19466
C  4.86477  3.33890  -0.49923
N  3.73291  2.98062  0.09299
C  3.47492  1.61615  -0.29945
C  2.88866  3.89643  0.86251
H  5.19174  -1.43805  -0.24663
H  4.19344  -2.25750  -1.28569
H  3.44606  -1.06107  -0.25714
H  4.06805  -0.12884  -2.75212
H  5.71851  -0.18546  -2.21365
H  6.40529  2.11388  -1.64706
H  5.29998  4.32300  -0.40681
H  2.59801  1.02264  -0.08687
H  3.39684  4.24357  1.76215
H  2.00790  3.34462  1.19092
H  2.64446  4.80418  0.31074
N  2.98827  -1.19595  -6.63323
S  1.75380  -0.44330  -5.61394
O  2.31285  0.25771  -4.46588
O  0.42387  -1.06970  -5.54533
F  1.45127  0.82201  -6.48586
S  3.65393  -2.14075  -5.51757
O  2.79340  -3.18452  -5.00252
O  4.70755  -1.76466  -4.65153
F  4.61057  -2.98100  -6.62735
N  0.61043  -0.20350  -0.33119
S  0.33513  -0.81783  -1.83075
O  0.12532  0.17386  -2.88316
O  -0.42017  -2.09033  -1.91996
F  1.84950  -1.33939  -2.03119
S  -0.55689  0.69142  -0.26772
O  -1.89720  0.05020  -0.46573
O  -0.42731  2.07286  -0.74465
F  -0.34550  0.76602  1.39957
N  -1.78950  5.40582  2.76033
S  -1.54939  3.79729  3.10241
O  -0.31232  3.30632  3.81479
O  -2.13821  2.79059  2.22613
F  -2.44501  3.78590  4.41580
S  -1.14349  5.36030  1.46308
O  -1.86894  4.79450  0.31616
O  0.22662  5.08051  1.40202
F  -1.18925  6.93398  1.14452

The following is a quantum chemistry calculation of a cluster of 7 separate species, C36H66N13O3 in total, from the Open Molecules 2025 dataset.

Summary:
**E_HOMO**: -19.616 eV
**Calculated total energy**: -63868.29115 eV
**Relative energy (zero: lowest compared OMol25 entry of this formula, charge and spin)**: 0.0 kcal per mole
**HOMO-LUMO gap**: 9.7605 eV
**Net charge**: +5

Geometry (Å):
N  7.29607  -14.51513  6.68722
O  6.74946  -13.53381  6.14589
O  8.51771  -14.52642  6.96979
O  6.61682  -15.54253  6.91664
C  11.56232  -16.11492  7.50429
C  12.79813  -15.98206  6.61839
N  13.78504  -17.05751  6.80200
C  14.19518  -17.66026  7.97329
C  15.15629  -18.55094  7.62734
N  15.28861  -18.53542  6.26716
C  14.48684  -17.57727  5.79870
C  16.11813  -19.41464  5.43865
H  10.92099  -16.94545  7.21360
H  10.94699  -15.22181  7.36373
H  11.76734  -16.12709  8.57432
H  13.28722  -15.02661  6.80702
H  12.47040  -16.00957  5.58122
H  13.77211  -17.43437  8.93356
H  15.61899  -19.28397  8.26816
H  14.39630  -17.37046  4.74543
H  17.01297  -19.67342  6.00288
H  16.45144  -18.89315  4.54718
H  15.58344  -20.33769  5.23129
C  6.66846  -20.03750  11.67508
C  6.32718  -18.83550  12.52625
N  6.70228  -17.55509  11.86393
C  6.01070  -16.96490  10.81806
C  6.74478  -15.91273  10.40873
N  7.96248  -15.98856  11.03612
C  7.90183  -16.99907  11.90957
C  9.03335  -15.01222  10.88447
H  6.31379  -20.96041  12.12609
H  7.75086  -20.11569  11.54294
H  6.25470  -19.95122  10.66910
H  6.82322  -18.78511  13.49289
H  5.24689  -18.77071  12.65455
H  4.96847  -17.17719  10.65744
H  6.49352  -15.10646  9.74273
H  8.70861  -17.25027  12.58003
H  10.00146  -15.50589  10.91046
H  9.02970  -14.31781  11.72717
H  8.87712  -14.45142  9.96776
C  3.78165  -12.46548  4.41481
C  2.52133  -12.37075  5.23035
N  2.46229  -13.39262  6.29912
C  1.39918  -13.56940  7.17516
C  1.67574  -14.67303  7.90255
N  2.94071  -15.09136  7.56197
C  3.37823  -14.30904  6.57541
C  3.69972  -16.22053  8.10998
H  4.68409  -12.17695  4.96615
H  3.75857  -11.72221  3.61553
H  3.96027  -13.44291  3.97113
H  1.64634  -12.53335  4.60128
H  2.40175  -11.41492  5.74058
H  0.55409  -12.90549  7.16030
H  1.08267  -15.17596  8.64832
H  4.29066  -14.50662  6.03446
H  4.06190  -16.82623  7.28676
H  3.01496  -16.79166  8.73354
H  4.50749  -15.85820  8.73414
C  0.51014  -10.09901  8.01731
C  1.26122  -8.78844  7.86032
N  2.66298  -9.01525  7.43281
C  3.32830  -8.31972  6.45498
C  4.58433  -8.83365  6.38398
N  4.68202  -9.78422  7.36808
C  3.51083  -9.86867  7.99942
C  5.84961  -10.61489  7.66335
H  -0.50806  -9.94353  8.36302
H  0.98653  -10.78522  8.71871
H  0.51323  -10.56394  7.02759
H  1.26524  -8.22276  8.79475
H  0.84354  -8.09060  7.13748
H  2.85452  -7.49938  5.94195
H  5.36698  -8.69858  5.65853
H  3.29489  -10.51353  8.83321
H  5.62301  -11.64003  7.37826
H  6.04145  -10.59370  8.73916
H  6.76593  -10.21725  7.24011
C  11.07484  -11.80234  6.23561
C  10.81788  -10.51520  6.98452
N  10.47604  -10.74024  8.40205
C  9.39434  -11.41137  8.90597
C  9.47406  -11.38199  10.25954
N  10.59663  -10.63296  10.56528
C  11.16539  -10.24597  9.43132
C  11.04862  -10.22342  11.89812
H  11.01760  -11.58239  5.17069
H  10.32859  -12.57126  6.45650
H  12.04288  -12.24545  6.46880
H  9.98355  -9.96987  6.54171
H  11.65155  -9.81623  6.97249
H  8.65051  -11.91999  8.31285
H  8.91518  -11.82829  11.06174
H  12.02930  -9.60319  9.36556
H  10.49000  -10.79356  12.63816
H  10.79263  -9.18739  12.11846
H  12.11618  -10.37904  12.01220
C  7.82588  -11.72014  2.96643
C  7.49385  -13.03477  2.29573
N  8.28792  -14.14949  2.82789
C  9.60023  -14.41847  2.48766
C  9.93805  -15.57352  3.09339
N  8.83865  -15.99212  3.83495
C  7.87130  -15.12430  3.62428
C  8.79408  -17.19499  4.64610
H  7.29582  -10.94133  2.41254
H  8.88053  -11.45024  2.96196
H  7.46050  -11.67289  3.99477
H  7.72101  -12.98811  1.23013
H  6.43264  -13.26983  2.34312
H  10.16049  -13.76408  1.84200
H  10.83785  -16.16035  3.11800
H  6.84840  -15.14066  3.96506
H  9.78216  -17.62406  4.78269
H  8.17084  -17.94946  4.16675
H  8.38116  -16.97252  5.62993

The following is a quantum chemistry calculation of a cluster of 12 separate species, C36H66N6O6S6 in total, from the Open Molecules 2025 dataset.

Summary:
**E_HOMO**: -7.520 eV
**Calculated total energy**: -124631.68679 eV
**Relative energy (zero: lowest compared OMol25 entry of this formula, charge and spin)**: 20.9 kcal per mole
**HOMO-LUMO gap**: 7.5884 eV

Geometry (Å):
C  -4.10248  -2.91127  -4.36403
S  -3.29559  -1.36562  -4.83633
O  -2.11344  -1.78489  -5.65280
C  -2.71318  -0.73242  -3.23189
H  -3.94471  -3.21031  -3.33222
H  -3.88668  -3.66313  -5.12059
H  -5.16410  -2.72070  -4.55412
H  -1.99945  0.05435  -3.46266
H  -2.23944  -1.46866  -2.57944
H  -3.54984  -0.31960  -2.66561
C  -0.44432  -4.37975  -4.53454
S  1.11656  -3.73632  -3.82660
O  2.11713  -4.00943  -4.93343
C  0.74679  -1.98733  -3.87563
H  -1.33940  -4.03494  -4.01920
H  -0.44192  -5.46415  -4.39897
H  -0.44833  -4.19889  -5.60618
H  -0.22311  -1.77069  -3.44325
H  0.88766  -1.56207  -4.86960
H  1.52084  -1.46036  -3.31242
C  -3.91767  5.15022  0.95832
S  -3.25274  3.46806  1.12055
O  -2.49038  3.13424  -0.14094
C  -2.04979  3.74811  2.44048
H  -4.36052  5.38403  1.92746
H  -4.61830  5.07649  0.13519
H  -3.10163  5.85929  0.81839
H  -1.59323  4.70661  2.19716
H  -1.37622  2.90121  2.50078
H  -2.57575  3.81616  3.39376
C  0.60408  5.22985  -1.48856
S  1.92897  4.75513  -2.61748
O  1.46237  5.20640  -3.97361
C  3.28616  5.85596  -1.98621
H  1.04294  5.05692  -0.50043
H  -0.22966  4.55695  -1.67381
H  0.26637  6.26181  -1.55916
H  3.57945  5.23697  -1.13885
H  2.94212  6.85117  -1.71080
H  4.03445  5.97916  -2.76275
C  4.57714  -0.91543  4.42643
S  2.85210  -1.17222  4.15369
O  2.39293  -0.17990  3.12973
C  2.77087  -2.78212  3.33737
H  4.63789  0.11104  4.77060
H  5.04653  -0.99480  3.43918
H  5.19650  -1.53769  5.06966
H  1.77459  -3.16787  3.53202
H  3.58479  -3.48151  3.54530
H  2.92257  -2.67217  2.25888
C  0.12600  1.23748  -1.97854
S  -0.56509  0.20924  -0.63880
O  0.03573  -1.17492  -0.79805
C  0.15741  0.98297  0.80734
H  -0.12545  0.72331  -2.90279
H  1.21043  1.32295  -1.92888
H  -0.37620  2.20299  -1.93568
H  -0.37027  1.94063  0.88879
H  1.22279  1.17763  0.89779
H  -0.24724  0.45514  1.67371
N  2.27785  -4.66087  0.29269
C  0.98262  -4.14467  0.18494
C  0.28299  -5.19862  -0.37638
C  1.07496  -6.33852  -0.46362
C  2.32459  -5.98957  -0.02723
H  3.14355  -4.19470  0.49424
H  0.80795  -3.08671  0.29453
H  -0.68804  -5.18985  -0.85634
H  0.82670  -7.29660  -0.89034
H  3.22001  -6.56585  0.13094
N  0.18174  0.43571  7.32435
C  0.11115  0.31657  5.96505
C  -0.71429  1.29581  5.47054
C  -1.11861  2.03857  6.59426
C  -0.56643  1.49184  7.74506
H  0.60577  -0.27526  7.89171
H  0.69008  -0.43239  5.44716
H  -0.94284  1.44164  4.43099
H  -1.80564  2.87406  6.62913
H  -0.69023  1.74056  8.78296
N  -4.88304  0.46684  -0.10990
C  -5.72432  -0.38387  -0.79359
C  -5.18172  -1.63537  -0.80717
C  -3.97225  -1.57818  -0.11380
C  -3.85616  -0.28550  0.38218
H  -5.07268  1.44293  -0.00244
H  -6.58747  0.02480  -1.29747
H  -5.69038  -2.47919  -1.24683
H  -3.17755  -2.27879  0.09037
H  -3.09648  0.15459  1.00612
N  1.59657  1.64138  -7.27530
C  0.83746  0.55567  -6.94837
C  0.04599  0.89539  -5.86264
C  0.40227  2.20622  -5.50897
C  1.38475  2.65464  -6.37179
H  2.14990  1.62125  -8.11006
H  0.87628  -0.27016  -7.64166
H  -0.62610  0.22411  -5.35649
H  0.13498  2.71784  -4.59812
H  1.91860  3.58634  -6.42883
N  4.59712  2.18067  3.36428
C  4.42603  2.05430  2.02218
C  5.50875  2.71395  1.43308
C  6.34060  3.19169  2.46647
C  5.73901  2.86073  3.65490
H  3.94162  1.84925  4.04698
H  3.66869  1.41815  1.60112
H  5.63756  2.72516  0.36258
H  7.28454  3.68560  2.30942
H  5.98891  3.05458  4.68504
N  -1.61807  -3.70329  2.15174
C  -1.45425  -2.44849  2.67253
C  -2.30182  -2.34572  3.74923
C  -2.96288  -3.57896  3.91799
C  -2.48566  -4.41556  2.92385
H  -1.19785  -4.10338  1.32782
H  -0.76655  -1.73282  2.25380
H  -2.44040  -1.45874  4.34914
H  -3.57229  -3.82009  4.77250
H  -2.70362  -5.46238  2.79768